Entry 1:
# C22H35Br3Cl6CuO10

A molecular structure, C22H35Br3Cl6CuO10 at a distorted geometry (ωB97M-V with the def2-TZVPD basis set, OMol25).

ORCA input file:
```
! RIJCOSX wB97M-V def2-TZVPD def2/J DEFGRID3
* xyz 0 2
Cu 1.666 1.942 1.057
O 1.546 0.502 -0.534
C 0.466 -0.248 -0.202
C -0.699 0.485 0.556
O -0.279 1.312 1.556
H 0.706 -1.153 0.388
H -0.002 -0.636 -1.126
H -1.505 -0.210 0.836
H -1.160 1.181 -0.168
O -4.577 -0.534 0.224
C -3.936 -0.504 -0.786
O -3.883 0.532 -1.614
C -2.823 0.338 -2.577
C -2.657 -1.186 -2.666
C -3.074 -1.663 -1.289
H -1.917 0.760 -2.133
H -3.056 0.860 -3.497
H -1.632 -1.475 -2.897
H -3.290 -1.614 -3.445
H -2.233 -1.805 -0.611
H -3.706 -2.549 -1.266
O -2.821 -5.501 1.130
C -2.743 -4.417 1.617
O -3.843 -3.794 2.126
C -3.520 -2.605 2.825
C -1.984 -2.587 2.964
C -1.523 -3.549 1.851
H -4.034 -2.549 3.785
H -3.914 -1.747 2.268
H -1.718 -3.088 3.898
H -1.479 -1.625 2.913
H -0.645 -4.115 2.140
H -1.351 -3.069 0.883
O 2.926 0.803 2.451
C 3.602 -0.180 2.550
O 4.460 -0.360 3.553
C 5.062 -1.639 3.478
C 4.888 -2.128 2.030
C 3.654 -1.343 1.581
H 4.530 -2.327 4.144
H 6.110 -1.662 3.773
H 4.840 -3.215 1.953
H 5.749 -1.913 1.391
H 2.741 -1.934 1.554
H 3.852 -0.891 0.610
O 0.948 3.505 -0.368
C 1.063 3.695 -1.552
O 1.790 4.711 -2.040
C 1.768 4.710 -3.477
C 0.652 3.735 -3.871
C 0.586 2.796 -2.672
H 2.713 4.246 -3.767
H 1.629 5.647 -4.007
H 0.890 3.269 -4.827
H -0.325 4.211 -3.971
H 1.159 1.874 -2.768
H -0.441 2.487 -2.493
C -2.552 3.819 -0.077
Cl -2.915 3.966 -1.823
Cl -3.445 5.014 0.817
H -2.824 2.825 0.263
H -1.502 3.954 0.166
C 4.159 1.539 -2.241
Cl 5.149 2.554 -3.286
Cl 5.190 0.599 -1.156
H 3.511 2.151 -1.623
H 3.575 0.866 -2.856
C -3.056 1.421 3.252
Cl -2.905 3.173 3.539
Cl -4.202 0.741 4.367
H -3.393 1.244 2.233
H -2.091 0.936 3.366
C 1.660 -3.608 -1.270
Br 2.029 -4.639 0.354
Br -0.252 -3.643 -1.717
Br 2.765 -4.117 -2.779
H 1.873 -2.584 -0.992
*
```

Properties
Orbital gap (alpha / beta) (eV): 8.3 / 6.4
⟨S²⟩: 0.759
Calculated total energy (Ha): -13735.2890



Entry 2:
# C20H30FO15

6 unconnected molecules or ions with the total composition C20H30FO15 at a distorted geometry (ωB97M-V with the def2-TZVPD basis set, OMol25).

ORCA input file:
```
! RIJCOSX wB97M-V def2-TZVPD def2/J DEFGRID3
* xyz 0 2
F -22.514 -0.530 -2.666
C -18.019 1.413 -3.002
C -19.073 0.289 -3.216
C -19.702 0.190 -4.606
O -19.456 -1.141 -5.005
C -18.789 -1.836 -3.947
O -18.522 -3.040 -3.952
O -18.355 -0.951 -3.085
H -18.340 2.417 -3.278
H -17.126 1.109 -3.548
H -17.779 1.479 -1.941
H -19.818 0.252 -2.420
H -19.278 0.855 -5.359
H -20.783 0.314 -4.560
C -23.810 -0.977 -6.222
C -22.590 -1.860 -6.069
C -22.662 -2.715 -4.823
O -22.600 -4.021 -5.350
C -22.569 -3.992 -6.707
O -22.640 -5.014 -7.366
O -22.623 -2.715 -7.180
H -23.972 -0.273 -5.406
H -24.723 -1.554 -6.377
H -23.628 -0.267 -7.028
H -21.721 -1.203 -6.089
H -23.521 -2.581 -4.166
H -21.789 -2.475 -4.217
C -19.728 -3.381 -0.350
C -19.960 -1.869 -0.504
C -20.871 -1.148 0.482
O -20.060 -0.215 1.108
C -18.924 -0.145 0.468
O -18.031 0.693 0.694
O -18.742 -1.258 -0.297
H -19.259 -3.531 0.622
H -18.931 -3.639 -1.047
H -20.611 -3.999 -0.509
H -20.172 -1.523 -1.515
H -21.271 -1.873 1.191
H -21.674 -0.616 -0.028
C -24.791 -4.240 -2.398
C -23.821 -3.521 -1.419
C -24.515 -2.592 -0.444
O -23.778 -2.868 0.747
C -23.083 -4.026 0.661
O -22.456 -4.518 1.589
O -23.328 -4.529 -0.553
H -25.437 -3.498 -2.865
H -25.485 -4.861 -1.832
H -24.228 -4.836 -3.116
H -23.005 -2.971 -1.889
H -25.574 -2.781 -0.267
H -24.339 -1.562 -0.752
C -25.970 2.086 -2.058
C -25.596 1.083 -3.198
C -26.216 -0.304 -3.000
O -26.743 -0.574 -4.282
C -26.736 0.514 -5.007
O -27.087 0.654 -6.168
O -26.205 1.558 -4.378
H -27.028 2.012 -1.808
H -25.664 3.106 -2.291
H -25.355 1.905 -1.176
H -24.536 0.915 -3.391
H -27.061 -0.142 -2.331
H -25.513 -0.969 -2.498
*
```

Properties
Orbital gap (alpha / beta) (eV): 10.8 / 4.6
⟨S²⟩: 0.752
Calculated total energy (Ha): -2008.4493



Q: Among the records above, which one has the lowest calculated total energy?
A: C22H35Br3Cl6CuO10



Q: What is the ⟨S²⟩ in the first record?
A: 0.759



Q: Which of these has the lowest ⟨S²⟩?
A: C20H30FO15